Below is a structure of composition C29H40F5N8SSi2W, with properties calculated with ωB97M-V/def2-TZVPD.

Structure (XYZ):
```
86
C29H40F5N8SSi2W, DFT ωB97M-V/def2-TZVPD
N 1.0417 0.3175 1.3178
H 0.2592 -3.6564 -2.0527
C 2.3440 -2.7290 -3.2994
C -1.3609 3.9154 -0.3107
C -2.7741 0.5469 3.6536
C -2.9428 2.2846 -2.6054
H 3.7515 -0.8089 2.7533
H -4.0659 1.0606 0.4183
N -1.1757 -2.2763 -1.4774
C -2.1871 -0.1855 2.6468
C 1.1471 0.4006 -2.2442
H -3.2054 -0.0775 -1.0014
S -1.1141 -2.3670 1.3999
C 0.1587 2.5379 -2.7943
N 1.0915 -0.7183 -1.3924
H 2.8543 -0.1825 -3.4445
H 2.3785 -3.8213 -3.2756
H -3.1713 -1.2215 0.1889
C -2.9221 -3.5560 -3.1855
H 2.4710 0.8995 -0.1650
H 4.5439 -1.5198 -0.3251
C -0.7550 -3.3293 -2.1932
F -2.2235 -3.5176 3.9302
H -3.0780 3.2942 -3.0018
N -2.6708 -0.8553 -0.6216
H -4.3929 -2.1381 -2.4601
C -2.4142 -2.2177 3.8287
C 4.1246 -1.2282 -1.2898
F -3.4511 -2.1679 5.9264
H -0.2335 1.8789 2.1163
H 1.1073 3.5952 -4.3785
Si -2.2223 2.3649 -0.8837
N 3.4236 0.9603 1.6685
H 2.7783 -0.6833 0.6227
H 2.4347 2.0989 4.4744
C -1.9688 -1.5430 2.6956
H -1.4572 4.0015 0.7737
C -3.6006 2.0416 0.3284
H 0.7335 1.6640 4.2443
C -3.3699 -2.4867 -2.4187
C -2.4540 -1.9079 -1.5726
H 3.2072 -2.4042 -3.8821
F -3.7924 0.5076 5.7539
H -3.6001 -4.0600 -3.8617
C 3.0396 2.3484 1.9225
H -2.3550 1.7330 -3.3386
H -3.9425 1.8434 -2.5632
C 0.7442 1.8226 1.6496
H 4.8147 -1.5829 -2.0586
C -3.2140 -0.1458 4.7787
C 3.4492 0.2242 2.9346
C 2.1078 0.5709 -3.2450
H 3.7579 2.8091 2.5979
H 1.0312 -2.7808 0.3087
H 1.4747 -1.4229 2.4979
N 2.1212 0.2484 3.5444
H 3.0329 2.9079 0.9854
H -3.3288 2.3729 1.3290
H 4.1284 -0.1397 -1.3327
H -1.2473 -4.8416 -3.6137
F -2.9081 1.8608 3.5613
H -0.5782 3.3134 -2.6748
F -1.7201 0.4615 1.5064
C -1.6097 -3.9908 -3.0539
H 2.8187 1.8648 -4.7850
H 1.7494 -4.1929 -0.4365
H -4.3892 2.7161 -0.0253
H 0.7445 2.3394 0.6900
N 1.7080 2.3806 2.5264
H 4.1706 0.6838 3.6076
H -1.8771 4.7803 -0.7378
C 1.7261 1.6360 3.7903
C -3.0383 -1.5263 4.8638
C 1.1754 -0.3925 2.6932
H 2.6996 -3.1726 0.6323
C 1.9544 -3.1568 -0.1656
H 1.4511 -2.4306 -3.8492
Si 2.4629 -2.0294 -1.5719
C 2.0860 1.7216 -4.0026
C 0.1627 1.3736 -2.0127
C 2.4937 0.3561 0.7789
H 0.1983 -0.3762 3.1641
N -0.7894 1.0291 -1.0051
C 1.1168 2.6996 -3.7725
H -0.3091 4.0130 -0.5663
W -0.3600 -0.6397 -0.1563
```

M   867.76 g mol⁻¹
Charge   +3
Frontier orbital gap   5.9 eV
Energy above the lowest of the compared OMol25 structures with the same formula, charge and spin   69.9 kJ/mol
Electronic energy   -84622.8380 eV
LUMO   -10.82 eV